DFT (ωB97M-V/def2-TZVPD) results for one molecule with the formula C6H11N at a distorted geometry.

Each atom is followed by the atoms it is bonded to, with distances in Å.
Geometry (Å):
1 C -2.244 0.316 1.450  C2 1.340, H8 1.082, H9 1.083
2 C -1.365 0.481 0.453  C1 1.340, C3 1.461, H10 1.082
3 C -0.079 -0.201 0.325  C2 1.461, N4 1.402, C5 1.365
4 N 0.308 -1.049 1.372  C3 1.402, H11 1.017, H12 1.015
5 C 0.694 0.010 -0.780  C3 1.365, C6 1.509, C7 1.478
6 C 2.173 0.262 -0.618  C5 1.509, H13 1.100, H14 1.090, H15 1.088
7 C 0.096 0.212 -2.116  C5 1.478, H16 1.096, H17 1.099, H18 1.093
8 H -2.921 1.116 1.716  C1 1.082
9 H -2.186 -0.520 2.136  C1 1.083
10 H -1.607 1.187 -0.330  C2 1.082
11 H -0.171 -0.742 2.214  N4 1.017
12 H 1.312 -1.050 1.520  N4 1.015
13 H 2.791 -0.611 -0.874  C6 1.100
14 H 2.424 0.489 0.417  C6 1.090
15 H 2.477 1.081 -1.267  C6 1.088
16 H -0.942 0.563 -2.135  C7 1.096
17 H 0.626 0.978 -2.700  C7 1.099
18 H 0.047 -0.649 -2.789  C7 1.093

* orbital gap: 8.31 eV
* spin multiplicity: 1
* strongest force on any atom: 0.0372 Eh/bohr
* LUMO level: 0.93 eV
* total charge: 0
* energy above the lowest of the compared OMol25 structures with the same formula, charge and spin: 173.7 kJ/mol
* SMILES: C=CC(N)=C(C)C